Entry 1:
25
Properties=species:S:1:pos:R:3:lowdin_charge:R:1 method="wB97M-V/def2-TZVPD" total_charge=0 lumo_energy_ha=-0.091 molar_mass_g_mol=549.90 relative_energy_kcal_mol=0.0
Ag -0.58 -0.41 2.05 0.47
N -1.88 -0.43 4.09 0.01
H -2.65 0.06 3.63 0.02
H -1.43 0.25 4.69 0.04
H -2.27 -1.16 4.66 0.03
C 1.75 -1.13 -3.26 -0.05
C 1.03 -0.29 -2.23 -0.28
C -0.35 -0.11 -2.29 -0.04
C -1.02 0.62 -1.32 -0.06
C -0.30 1.19 -0.27 -0.32
C 1.08 1.05 -0.21 -0.09
C 1.73 0.32 -1.19 -0.07
S -1.20 1.97 1.06 0.42
O -1.57 3.30 0.66 -0.29
O -0.24 1.90 2.19 -0.42
O -2.32 1.04 1.29 -0.41
H 1.08 -1.40 -4.08 0.07
H 2.13 -2.06 -2.81 0.07
H 2.61 -0.60 -3.68 0.08
H -0.91 -0.56 -3.10 0.11
H -2.10 0.74 -1.37 0.12
H 1.63 1.51 0.60 0.11
H 2.81 0.20 -1.14 0.11
I 0.18 -2.85 1.26 0.24
I 2.77 -3.15 0.75 0.11

Entry 2:
31
Properties=species:S:1:pos:R:3:lowdin_charge:R:1 method="wB97M-V/def2-TZVPD" total_charge=-1 lumo_energy_ha=0.094 molar_mass_g_mol=351.09 relative_energy_kcal_mol=0.0
O 0.37 -2.25 2.60 -0.35
S 0.56 -0.86 2.29 0.68
O 0.51 0.10 3.35 -0.34
C -0.57 -0.42 1.00 -0.23
C -0.50 -1.28 -0.27 -0.30
C -0.97 -2.74 -0.07 -0.14
C 0.12 -3.78 -0.04 -0.19
O 0.97 -3.70 -1.22 -0.22
S 1.96 -2.47 -1.15 0.61
O 2.63 -2.40 -2.41 -0.27
O 2.73 -2.55 0.05 -0.28
C 0.84 -1.09 -1.03 -0.16
H 1.76 -0.73 1.67 0.08
H -1.56 -0.49 1.43 0.12
H -0.37 0.61 0.68 0.07
H -1.23 -0.81 -0.93 0.14
H -1.72 -2.99 -0.82 0.12
H -1.46 -2.81 0.90 0.12
H 0.74 -3.70 0.86 0.10
H -0.31 -4.78 -0.06 0.13
H 0.65 -0.79 -2.05 0.11
H 1.44 -0.30 -0.58 0.11
B -0.67 5.69 -0.50 -1.04
O -1.61 4.78 -1.26 0.21
C -1.36 3.53 -0.95 -0.42
O -1.91 2.55 -1.37 0.11
C -0.20 3.51 0.07 -0.41
O 0.26 2.50 0.55 0.09
O 0.17 4.74 0.31 0.22
F -1.39 6.53 0.33 0.15
F 0.12 6.40 -1.38 0.15

Entry 3:
19
Properties=species:S:1:pos:R:3:lowdin_spin:R:1 method="wB97M-V/def2-TZVPD" total_charge=0 lumo_energy_ha="0.031 / -0.080" multiplicity=3 molar_mass_g_mol=188.07 relative_energy_kcal_mol=0.0 s2=2.02
C -0.38 2.41 -1.12 0.40
C -0.27 -0.36 0.19 0.07
C 0.41 0.22 -0.82 0.04
C 0.32 -1.46 1.04 0.01
C -1.61 0.05 0.66 0.02
C 1.66 -0.16 -1.45 0.01
C -0.67 3.65 -0.82 0.55
N -0.15 1.31 -1.57 0.46
Br 0.31 5.09 -1.50 0.41
H 0.76 -2.18 0.35 0.00
H 1.17 -1.22 1.76 0.00
H -0.51 -1.71 1.54 0.00
H -2.20 -0.91 0.99 0.00
H -2.17 0.47 -0.13 0.00
H -1.59 0.83 1.54 0.01
H 1.84 0.24 -2.52 0.00
H 1.59 -1.19 -1.63 0.00
H 2.56 0.01 -0.79 0.00
H -1.63 3.84 -0.34 0.03

Entry 4:
23
Properties=species:S:1:pos:R:3:lowdin_charge:R:1 method="wB97M-V/def2-TZVPD" total_charge=0 lumo_energy_ha="0.004 / 0.004" molar_mass_g_mol=248.08 relative_energy_kcal_mol=77.8
C 2.81 -0.14 0.22 -0.14
C 0.85 -0.67 1.28 -0.33
C 2.22 -1.09 0.95 -0.73
C -0.43 2.33 -0.46 -0.06
C -1.31 -1.10 -1.79 -0.07
C -0.26 1.48 0.69 -0.15
C -2.03 -0.77 -0.48 -0.06
N 1.94 0.94 0.11 0.03
N 0.79 0.75 0.78 -0.05
N -1.46 -0.96 0.68 -0.29
O -1.88 -0.67 1.80 -0.01
O -0.11 -1.38 0.65 0.02
Br 3.06 -2.60 1.57 0.77
H 3.68 -0.15 -0.36 0.10
H 0.78 -0.72 2.37 0.16
H -0.61 3.43 -0.27 0.10
H 0.58 2.24 -0.96 0.08
H -1.19 1.83 -1.11 0.09
H -0.20 -1.21 -1.69 0.08
H -1.47 -0.31 -2.54 0.06
H -1.56 -2.14 -2.26 0.11
H -1.07 1.35 1.38 0.12
H -3.12 -0.45 -0.55 0.16

Entry 5:
21
Properties=species:S:1:pos:R:3:lowdin_charge:R:1 method="wB97M-V/def2-TZVPD" total_charge=0 lumo_energy_ha="-0.022 / -0.022" molar_mass_g_mol=209.15 relative_energy_kcal_mol=35.3
C 0.07 0.09 -3.52 -0.09
C 0.74 0.00 -2.33 -0.09
C -1.23 -0.30 -3.26 -0.12
C -0.21 -0.44 -1.38 -0.33
C 1.57 0.22 1.14 -0.22
C -0.55 -2.26 1.06 -0.21
C -1.09 3.33 3.71 -0.53
O -1.40 -0.55 -1.96 -0.01
Si -0.10 -0.48 0.55 0.19
Cl -0.25 2.06 4.23 0.58
Cl -1.51 0.78 1.24 0.39
H 0.52 0.28 -4.52 0.12
H 1.77 0.29 -2.14 0.11
H -2.02 -0.40 -3.92 0.10
H 1.81 0.34 2.25 0.04
H 2.46 -0.36 0.72 0.05
H 1.66 1.20 0.74 0.00
H -0.47 -2.48 2.14 0.02
H -1.50 -2.56 0.63 0.03
H 0.22 -3.04 0.91 0.04
H -0.50 4.30 3.73 -0.05

Entry 6:
22
Properties=species:S:1:pos:R:3:lowdin_spin:R:1 method="wB97M-V/def2-TZVPD" total_charge=0 lumo_energy_ha="0.028 / -0.079" multiplicity=3 molar_mass_g_mol=187.63 s2=2.01
C -3.64 1.06 0.44 0.01
C -2.78 1.16 -0.55 0.03
C -2.35 -0.64 0.67 0.01
C -0.80 -0.16 -1.17 0.49
C 3.11 0.70 0.63 0.00
C 2.10 0.07 -0.35 0.04
C 1.26 -0.97 0.44 0.06
N -3.42 -0.15 1.14 0.00
N -1.88 0.14 -0.46 0.09
N 0.16 -1.66 -0.25 0.82
O -0.33 0.20 -2.20 0.23
Cl 0.81 -2.51 -1.55 0.19
H -4.52 1.65 0.82 0.00
H -2.65 2.01 -1.35 0.00
H -1.97 -1.51 1.19 0.00
H 3.09 0.20 1.58 0.00
H 4.13 0.62 0.11 0.00
H 3.00 1.73 0.88 0.00
H 2.54 -0.45 -1.22 0.00
H 1.33 0.74 -0.93 0.00
H 2.02 -1.71 0.79 0.02
H 0.81 -0.52 1.36 0.00

Entry 7:
21
Properties=species:S:1:pos:R:3:lowdin_charge:R:1 method="wB97M-V/def2-TZVPD" total_charge=0 lumo_energy_ha="-0.071 / -0.071" molar_mass_g_mol=175.62 relative_energy_kcal_mol=70.6
C 2.12 0.20 -0.94 -0.57
C -1.28 -1.43 0.39 -0.10
C -2.03 -0.02 0.67 -0.03
C 0.32 -0.16 1.37 -0.03
C 0.59 -0.07 -0.98 -0.08
C 0.24 -1.13 0.17 -0.16
C -0.73 0.69 0.74 -0.12
N -0.32 1.03 -0.50 -0.04
O 2.91 -0.67 -0.92 0.12
O 2.48 1.49 -0.87 -0.01
Cl 0.32 3.33 -1.08 0.09
H -1.22 -2.10 1.25 0.11
H -1.63 -2.08 -0.46 0.13
H -2.66 0.03 -0.22 0.13
H -2.53 -0.30 1.59 0.11
H 0.09 -0.60 2.22 0.09
H 1.18 0.33 1.47 0.09
H 0.48 -0.36 -1.96 0.14
H 1.08 -1.87 0.13 0.16
H 1.58 2.22 -0.94 -0.10
H -0.98 1.46 -1.11 0.07